1.
{"formula": "C43H47AgAsGeN4S", "method": "ωB97M-V/def2-TZVPD", "elements": ["H", "N", "S", "C", "H", "C", "H", "H", "H", "H", "C", "H", "H", "H", "C", "H", "H", "H", "N", "C", "H", "C", "C", "H", "C", "H", "C", "H", "C", "H", "H", "H", "C", "H", "C", "C", "H", "H", "H", "H", "Ag", "C", "H", "H", "H", "C", "H", "C", "H", "H", "H", "C", "H", "N", "C", "C", "H", "C", "H", "As", "C", "Ge", "C", "C", "H", "C", "H", "C", "C", "H", "H", "C", "C", "C", "N", "C", "H", "C", "C", "H", "C", "C", "C", "C", "H", "H", "H", "C", "C", "H", "H", "H", "C", "C", "C", "H", "C", "C"], "xyz": [[0.8805, 2.6111, -4.1041], [1.6853, -1.5302, -1.7637], [1.7794, 0.2894, 1.2818], [0.1083, -4.8845, -0.5213], [3.9570, -4.9534, -0.1984], [-1.8147, -3.1298, 1.6750], [1.2528, 1.1489, -2.1467], [-3.7401, -1.2246, -0.2015], [-5.3242, -5.6335, -1.6485], [-2.4929, -2.5133, -4.1563], [-1.6783, -1.8652, -4.5010], [-5.1134, -4.4185, 3.2056], [-0.9698, -4.8790, -0.6107], [5.2927, -1.0044, -6.0637], [5.1319, -0.7135, -5.0347], [-2.7989, -1.2233, 1.5470], [-2.0991, -1.2812, -5.3225], [0.2231, -3.8154, 3.5916], [-2.4691, 2.4282, -0.1209], [2.1570, -3.9126, 0.3087], [-3.8065, -0.2224, -1.6320], [2.2209, -5.9260, -1.0041], [-4.3978, -3.6796, -1.4063], [0.4579, -3.3139, -3.1970], [1.6710, -2.7382, 4.7314], [-3.4066, -4.0668, -1.6612], [2.6323, -1.2072, -2.3293], [-5.4447, -4.5989, -3.0690], [-2.5265, 3.2553, 2.1394], [-3.1936, 3.1156, -0.2554], [-0.7979, -4.4337, -3.7120], [-1.2890, 3.8964, -4.2117], [-2.2713, 3.0712, 3.4832], [-4.4739, -2.2360, -3.0063], [0.8704, -2.9471, 3.6263], [0.8378, -5.9051, -1.1162], [1.6514, -3.4325, 5.5601], [-4.9094, -2.0494, 2.5231], [2.6722, -3.1370, 0.8628], [3.1711, 0.1412, 3.7416], [-0.2219, -0.2549, -0.0887], [-3.5929, -1.2356, -1.2800], [-3.1992, -5.9555, 2.9202], [-0.8657, 0.0218, 3.2269], [-1.0937, -5.1435, 1.9495], [4.0016, -1.1494, -4.3633], [-6.4627, -4.2889, -1.6647], [-3.1141, -4.9203, 2.6166], [-1.4217, 1.7177, 4.9392], [2.7874, -6.7235, -1.4671], [-5.5750, -1.9199, -1.6912], [-5.4650, -4.6035, -1.9768], [4.5685, 0.3035, -1.3398], [-0.5135, 1.6248, -1.1984], [0.7714, -3.8898, 0.1916], [-2.8880, -2.2623, 1.8429], [-2.8446, 3.7632, -2.3053], [-1.6105, 2.3830, -1.2024], [-1.6784, 0.0967, -3.5037], [-0.1576, -2.4183, 1.0064], [0.1461, 2.5538, -3.3147], [-1.7153, -1.5690, -1.6519], [2.8791, -4.9327, -0.2910], [2.5012, -1.6190, 4.7566], [6.9389, 0.4296, -4.9108], [-4.0746, -2.7264, 2.3943], [3.1379, -1.4417, 5.6141], [-1.6579, 1.8970, 3.9006], [5.8635, 0.4638, -3.0576], [3.2721, -1.7824, -4.8517], [-4.4502, -3.6743, -0.3111], [-1.0541, 3.2669, -3.3631], [2.5227, -0.7244, 3.7042], [-0.5520, -2.7410, -5.0515], [-1.6158, 1.1083, 1.6435], [-4.5554, -2.2505, -1.9155], [-0.1403, -0.7389, -3.4370], [0.8948, -2.0408, 2.5668], [1.7091, -0.9049, 2.5717], [-2.5315, 3.8433, 4.1951], [-1.3454, 0.9536, 2.9443], [-4.1886, -4.0551, 2.7772], [6.0574, 0.0917, -4.3820], [4.7373, 0.0335, -2.3747], [0.3237, -6.6828, -1.6659], [0.2598, -2.0854, -5.3871], [-2.9765, 4.1691, 1.7743], [-0.0036, -3.7733, -4.0720], [-1.9278, 3.1877, -2.3121], [-0.9174, -3.2508, -5.9459], [-1.3564, -3.0521, -1.5706], [6.5918, 1.0854, -2.5550], [3.8135, -0.7700, -3.0378], [-1.9248, -4.4611, 2.0696], [-2.1702, 2.2393, 1.2560], [0.7514, -4.4010, -4.5487], [-1.2182, -0.8874, -3.3936], [0.3565, 1.7486, -2.2306]], "mulliken_charge": [0.5004, 0.1657, -0.6139, -0.2113, 0.4790, 1.2173, 0.7008, 0.1292, 0.4116, 0.1160, -0.8536, 0.4163, 0.3035, 0.4202, -0.6450, 0.0497, 0.4228, 0.3433, 0.0172, -0.7117, 0.5466, -0.7222, 1.2394, -0.1979, -0.7915, -0.1539, 0.1889, 0.3519, -0.9663, 0.3016, 0.2884, 0.4395, -0.5428, 0.2945, -0.6393, -0.7059, 0.4075, 0.4498, 0.4910, 0.4870, 1.8190, -0.1001, 0.4650, 0.4123, 0.4679, -0.4677, 0.3576, -0.8949, 0.4901, 0.4148, 0.5413, -1.6168, 0.5351, 0.1969, 0.7853, -0.6173, 0.4067, 0.7855, 0.3091, 0.2600, -0.8675, 1.4678, -0.8116, -0.6697, 0.4046, -0.8506, 0.3833, -1.1250, -0.6397, 0.5050, -0.2513, -0.5959, -0.9352, -0.6942, 0.4834, -1.3273, -0.0374, -0.4314, 1.4321, 0.4155, -0.1749, -0.7269, -0.3948, -0.4405, 0.4658, 0.2279, 0.4310, -0.6204, -0.8701, 0.4488, -1.1510, 0.4167, -0.0650, -0.7271, 0.2670, 0.4830, 0.3531, -0.7509], "e_above_lowest_kcal_mol": 32.2, "max_force_ha_per_bohr": 0.0099, "gap_ev": 6.40, "e_tot_ha": -6743.43829, "spin_multiplicity": 1, "homo_energy_ev": -9.49, "charge": 1}



2.
{"formula": "H4InSZr", "method": "ωB97M-V/def2-TZVPD", "elements": ["H", "H", "H", "H", "Zr", "S", "In"], "xyz": [[-2.0800, -1.0900, -1.0326], [-1.9442, 0.3610, 1.4866], [2.0883, 0.5706, -0.2005], [-1.4562, 1.8310, -0.9912], [3.4200, -1.4657, 0.8486], [1.1758, -0.4663, 0.0511], [-1.2039, 0.2595, -0.1619]], "mulliken_charge": [0.2202, 0.3647, 0.3575, 0.1495, 1.7178, -0.2144, 0.4047], "max_force_ha_per_bohr": 0.0461, "gap_ev": 3.60, "e_tot_ha": -636.06478, "spin_multiplicity": 1, "homo_energy_ev": -21.70, "charge": 3}



3.
{"formula": "C17H33AlBrO6S2", "method": "ωB97M-V/def2-TZVPD", "elements": ["H", "H", "C", "C", "H", "C", "H", "C", "C", "H", "O", "C", "C", "H", "H", "C", "C", "C", "O", "H", "S", "H", "C", "H", "H", "H", "S", "O", "Al", "H", "C", "H", "H", "H", "C", "H", "H", "H", "H", "H", "O", "O", "H", "Br", "H", "H", "H", "C", "H", "H", "O", "H", "H", "H", "H", "C", "H", "C", "C", "H"], "xyz": [[3.5334, 4.3870, -1.8789], [6.3532, 3.5834, -2.7304], [-3.4806, 0.5450, -0.6467], [3.6786, 2.5987, -2.9994], [-2.7010, -0.1106, -0.2624], [0.8468, 1.7048, -1.2195], [4.8562, 2.2226, -0.4411], [-0.4753, 1.2208, -0.5848], [-2.9409, 1.9349, -1.0331], [-3.5677, -5.1327, 2.9344], [-3.6952, -2.2516, 1.5906], [5.5747, 3.6154, -1.9660], [-4.7542, -4.3253, 1.2455], [0.6830, 2.5681, -1.8763], [-2.9414, 2.0312, -2.1233], [-4.7957, -2.8407, 0.8887], [4.2306, 3.9560, -2.6008], [0.1742, -2.1165, -0.4788], [4.3723, 1.6280, -2.3497], [-5.7278, -4.8048, 1.1645], [1.7432, 1.3427, 2.2176], [-1.6395, 2.7561, 0.4886], [-4.1859, -4.2824, 2.6599], [1.9559, -3.3362, -0.7855], [-4.6576, -2.6344, -0.1701], [0.6324, -4.1940, 0.0005], [-1.8736, 0.7016, 2.6298], [1.8022, 1.1161, 3.6601], [-0.1722, 0.3509, 1.1952], [0.6616, -1.3344, -1.0703], [0.8723, -3.4479, -0.7593], [0.5603, -3.8379, -1.7318], [-5.7164, -2.3583, 1.2262], [-0.8697, -2.0995, 1.4097], [5.3109, 2.2078, -1.4339], [-2.1493, -0.5648, 2.9494], [-4.2350, 0.6158, 0.1373], [5.8891, 4.3049, -1.1855], [1.5746, 2.0185, -0.4703], [4.2813, 4.6082, -3.4687], [1.7948, 2.7416, 1.7582], [-2.5142, -2.6789, 3.4422], [-3.9348, 0.0454, -1.5070], [1.4523, -2.3948, 2.1426], [3.6527, -0.0744, 2.3098], [6.1924, 1.5711, -1.4123], [-1.2070, 3.1653, -1.1442], [-1.5442, 2.3314, -0.5158], [-0.8684, 0.4242, -1.2300], [3.0530, 0.0842, 0.6455], [2.7587, 2.3474, -3.7159], [-0.8497, -2.1832, -0.8658], [-4.9648, -4.1597, 3.4158], [1.3010, 0.9338, -1.8475], [-3.6508, 2.6845, -0.6707], [3.2697, 0.6231, 1.5698], [3.9564, 1.4486, 1.3863], [0.0281, -1.6574, 0.9780], [-3.3470, -3.0131, 2.6556], [-4.0606, -4.8431, 0.5817]], "mulliken_charge": [0.2255, 0.2631, -0.4999, 0.5987, -0.1422, -1.6361, -0.0911, 1.2751, -0.7897, 0.3307, -0.1370, -0.5368, -0.5227, 0.4094, 0.3465, -0.4045, -0.4708, 0.4713, -0.3553, 0.3476, 1.1323, 0.3565, -0.6627, 0.3214, 0.2779, 0.3518, -0.4515, -0.7040, -0.5824, -0.1777, -1.5282, 0.4354, 0.2605, -0.3985, -0.0467, 0.0423, 0.2852, 0.3381, 0.0776, 0.3435, -0.7094, -0.5617, 0.3090, -0.2119, 0.3309, 0.3521, 0.2500, -0.9475, 0.4294, 0.3253, -0.5800, 0.0981, 0.2707, 0.2985, 0.3660, -1.0951, 0.3072, 0.6407, 0.5073, 0.2677], "e_above_lowest_kcal_mol": 0.0, "max_force_ha_per_bohr": 0.0129, "gap_ev": 7.27, "e_tot_ha": -4731.95601, "spin_multiplicity": 1, "homo_energy_ev": -4.82, "charge": -1}



4.
{"formula": "C15H20BrN4O4P", "method": "ωB97M-V/def2-TZVPD", "elements": ["N", "H", "H", "H", "C", "N", "H", "H", "C", "C", "C", "C", "P", "C", "H", "Br", "H", "O", "H", "C", "H", "H", "H", "N", "C", "H", "H", "C", "C", "O", "H", "O", "C", "H", "N", "H", "O", "C", "H", "C", "H", "C", "H", "C", "H"], "xyz": [[-1.9404, 1.0254, -6.9097], [-1.6013, -2.5687, -0.4026], [4.2101, 1.5812, 1.6255], [0.3450, 4.2005, 3.3622], [0.8256, -0.0074, 3.4108], [-1.9379, -1.0490, -2.5489], [0.5499, -5.2612, 2.1149], [-1.2175, 0.4711, -3.7966], [-2.0041, -0.2857, -3.8243], [-0.9852, -2.2469, 3.7778], [2.3289, 1.9563, 3.0888], [-0.4403, -4.6524, 2.2924], [2.8537, 3.7954, 3.4121], [1.2042, 4.6079, 4.0526], [-1.6234, -5.4781, 0.2257], [2.4312, -3.4734, 0.7336], [-1.9317, -2.7899, 4.2204], [-1.7292, -2.2653, -2.6273], [-1.9848, 0.8756, -8.9982], [-1.8989, -3.1685, 0.5599], [1.0304, 4.4167, 5.2006], [-0.8636, -0.2626, -8.1618], [-2.9937, 0.1718, -3.8836], [1.1104, 1.4196, 3.7844], [-0.5196, -0.7053, 4.1024], [2.9376, 5.7935, 1.7170], [-1.1559, -0.0559, 4.8753], [-0.0544, -3.1034, 2.7248], [1.2736, -2.4162, 2.0392], [-2.0974, -0.4057, -1.5051], [4.2309, 4.4219, 1.3671], [-2.8954, 0.2929, -6.6264], [-1.3667, -4.5420, 0.9098], [-0.4335, 1.4744, -8.3185], [3.0020, -0.3743, 1.6953], [-2.6542, -2.6637, 1.3293], [-1.5100, 1.9566, -6.2192], [3.1163, 4.6146, 1.6670], [2.3351, 4.1125, 0.9210], [1.7506, -0.8530, 2.3750], [-1.8472, -0.9747, -4.6569], [3.2460, 1.0554, 2.0911], [-1.1200, -5.1636, 3.1281], [-1.2492, 0.7582, -8.1998], [1.2740, 5.7656, 3.8746]], "mulliken_charge": [0.8155, 0.1633, 0.2194, 0.2698, 0.2763, 0.8775, 0.3220, 0.3159, -0.8314, -0.4204, 0.2881, -0.7637, 0.1608, -0.8948, 0.2929, -0.1347, 0.3003, -0.5123, 0.2856, -0.3902, 0.2785, 0.2900, 0.3100, -0.4245, -0.4462, 0.3206, 0.2668, 0.5167, -0.2954, -0.4990, 0.2718, -0.4829, -0.2342, 0.3093, -0.4162, 0.2404, -0.4920, -0.9120, 0.2833, 0.4814, 0.3290, -0.2274, 0.2978, -0.7199, 0.3142], "max_force_ha_per_bohr": 0.1449, "gap_ev": 6.20, "smiles": "C=CCc1ccc2nc(P(C)C)cnc2c1Br.C[N+](=O)[O-].C[N+](=O)[O-]", "e_tot_ha": -4018.14789, "spin_multiplicity": 1, "homo_energy_ev": -7.27}